Entry 1:
Formula: CH2BrO3S
Source: OMol25
Level of theory: ωB97M-V with the def2-TZVPD basis set

Its total charge is -1. The energy above the lowest of the compared OMol25 structures with the same formula, charge and spin is 78.7 kcal per mole. The value obtained for the LUMO energy (spin up / spin down) is 2.61 / 3.17 eV. The frontier orbital gap (spin up / spin down) is 5.57 / 8.71 eV.

The geometry in XYZ format:
```
8
Properties=species:S:1:pos:R:3:lowdin_charge:R:1
C 0.790 1.816 -1.286 -0.45
O -2.764 1.894 -1.056 -0.44
O -2.618 -0.333 -0.017 -0.42
O -2.470 1.629 1.448 -0.44
S -2.358 1.069 0.082 0.42
Br 1.941 1.010 0.128 0.40
H 0.837 1.417 -2.369 0.00
H -0.310 1.863 -0.892 -0.07
```

=====

Entry 2:
Formula: CH2BrO3S
Source: OMol25
Level of theory: ωB97M-V with the def2-TZVPD basis set

Its total charge is -1. The energy above the lowest of the compared OMol25 structures with the same formula, charge and spin is 74.4 kcal per mole. The value obtained for the LUMO energy (spin up / spin down) is 2.43 / 3.24 eV. The frontier orbital gap (spin up / spin down) is 5.43 / 8.84 eV.

The geometry in XYZ format:
```
8
Properties=species:S:1:pos:R:3:lowdin_charge:R:1
C 1.774 -0.425 -0.777 -0.48
O -1.512 -0.099 1.876 -0.43
O -1.669 1.515 -0.026 -0.42
O -2.150 -0.863 -0.379 -0.43
S -1.510 0.155 0.439 0.42
Br 2.722 0.258 0.767 0.45
H 0.743 -0.869 -0.436 -0.03
H 1.602 0.328 -1.463 -0.08
```

=====

Entry 3:
Formula: CH2CaLiO
Source: OMol25
Level of theory: ωB97M-V with the def2-TZVPD basis set

Its total charge is +1. The energy above the lowest of the compared OMol25 structures with the same formula, charge and spin is 107.7 kcal per mole. The value obtained for the LUMO energy (spin up / spin down) is -4.38 / -5.46 eV. The frontier orbital gap (spin up / spin down) is 6.44 / 4.20 eV.

The geometry in XYZ format:
```
6
Properties=species:S:1:pos:R:3:lowdin_charge:R:1
H -0.220 0.229 0.728 -0.26
O 1.272 0.185 -2.020 0.07
C 0.942 -0.576 -1.224 -0.12
Li -1.999 0.772 0.872 0.32
Ca -0.736 0.959 2.530 0.94
H 0.741 -1.569 -0.885 0.05
```

=====

Entry 4:
Formula: CH2Cl2FP
Source: OMol25
Level of theory: ωB97M-V with the def2-TZVPD basis set

Its total charge is 0. The energy above the lowest of the compared OMol25 structures with the same formula, charge and spin is 56.3 kcal per mole. The value obtained for the LUMO energy (spin up / spin down) is 0.27 / -0.74 eV. The frontier orbital gap (spin up / spin down) is 8.18 / 7.70 eV.

The geometry in XYZ format:
```
7
Properties=species:S:1:pos:R:3:lowdin_charge:R:1
C 0.198 0.089 -0.236 -0.09
F 1.033 1.005 -0.733 -0.04
P -1.008 -1.198 -2.635 -0.10
Cl -0.118 -0.325 -4.187 0.07
Cl 0.025 -2.774 -2.516 0.13
H 0.682 -0.659 0.242 0.02
H -0.823 0.250 -0.153 0.01
```

=====

Entry 5:
Formula: CH2Cl2N2O2
Source: OMol25
Level of theory: ωB97M-V with the def2-TZVPD basis set

Its total charge is 0. The energy above the lowest of the compared OMol25 structures with the same formula, charge and spin is 0.0 kcal per mole. The expectation value of S² is 2.018. As for the multiplicity: 3. The value obtained for the LUMO energy (spin up / spin down) is 0.42 / -2.79 eV. The frontier orbital gap (spin up / spin down) is 9.44 / 7.42 eV.

The geometry in XYZ format:
```
9
Properties=species:S:1:pos:R:3:lowdin_charge:R:1
C -1.513 0.310 -0.034 0.19
N -0.788 -0.777 0.107 -0.48
N 2.193 0.579 -0.746 -0.98
O -0.977 -1.801 -0.543 0.04
O 0.098 -0.746 0.978 -0.18
Cl 2.231 -0.718 0.225 0.68
Cl 2.496 1.951 0.076 0.52
H -2.486 0.190 -0.675 0.16
H -1.253 1.014 0.612 0.05
```

=====

Entry 6:
Formula: CH2Cl2NO3P
Source: OMol25
Level of theory: ωB97M-V with the def2-TZVPD basis set

Its total charge is 0. The energy above the lowest of the compared OMol25 structures with the same formula, charge and spin is 35.9 kcal per mole. The value obtained for the LUMO energy is -1.07 eV. The frontier orbital gap is 9.89 eV.

The geometry in XYZ format:
```
10
Properties=species:S:1:pos:R:3:lowdin_charge:R:1
C 0.660 0.454 -0.486 -0.13
N -1.247 1.014 -0.641 -0.36
O -2.007 0.167 -0.812 0.07
O -1.427 2.139 -0.321 0.10
O -0.441 -0.682 1.867 -0.39
P 0.400 -0.896 0.696 -0.15
Cl -0.389 -2.278 -0.601 0.36
Cl 2.220 -1.352 1.353 0.39
H 1.410 0.163 -1.226 0.06
H 0.820 1.271 0.170 0.04
```

=====

Entry 7:
Formula: CH2Cl2O2
Source: OMol25
Level of theory: ωB97M-V with the def2-TZVPD basis set

Its total charge is 0. The energy above the lowest of the compared OMol25 structures with the same formula, charge and spin is 152.3 kcal per mole. The value obtained for the LUMO energy (spin up / spin down) is -0.04 / -0.94 eV. The frontier orbital gap (spin up / spin down) is 10.62 / 7.12 eV.

The geometry in XYZ format:
```
7
Properties=species:S:1:pos:R:3:lowdin_charge:R:1
C 1.667 0.141 1.052 -1.06
O -1.994 -0.610 -1.441 -0.05
O -1.949 -0.273 -0.157 -0.26
Cl 2.835 0.655 -0.012 0.61
Cl 0.219 -0.608 0.531 0.73
H 1.601 0.604 1.944 -0.04
H -2.380 0.091 -1.919 0.08
```

=====

Entry 8:
Formula: CH2Cl2O3S
Source: OMol25
Level of theory: ωB97M-V with the def2-TZVPD basis set

Its total charge is 0. The energy above the lowest of the compared OMol25 structures with the same formula, charge and spin is 35.2 kcal per mole. The value obtained for the LUMO energy is 0.04 eV. The frontier orbital gap is 10.59 eV.

The geometry in XYZ format:
```
9
Properties=species:S:1:pos:R:3:lowdin_charge:R:1
C 0.476 0.397 0.303 -0.88
O -3.675 0.754 -0.984 -0.48
O -2.446 -0.823 0.305 -0.54
O -1.832 1.600 0.881 -0.72
S -3.469 0.264 0.362 0.84
Cl 1.873 1.380 0.338 0.62
Cl -0.944 1.261 -0.346 0.97
H 0.559 -0.398 -0.469 0.06
H 0.074 -0.083 1.317 0.13
```